1.
Formula: C16H33ClP2Pd
Source: OMol25
Level of theory: ωB97M-V/def2-TZVPD

CARTESIAN COORDINATES (ANGSTROEM)
1 P 0.2812 -2.2832 1.6534
2 P -0.1798 2.2100 1.6501
3 C -0.1464 -0.6126 0.5174
4 C 0.4579 0.8164 0.5975
5 H -1.1829 -0.6354 0.1190
6 H 0.5439 -1.0385 -0.1886
7 H 1.5668 0.8051 0.4978
8 H 0.0035 1.2426 -0.2776
9 C -1.8178 2.7128 1.0973
10 H -2.2004 3.3561 1.8949
11 H -2.4875 1.8585 0.9450
12 H -1.6949 3.2960 0.1790
13 C 1.1352 3.4009 1.6463
14 H 0.9801 4.0231 0.7552
15 H 2.1039 2.8816 1.6373
16 H 0.9898 3.9731 2.5715
17 C -1.0216 -3.3784 1.1699
18 H -1.1306 -4.0731 2.0153
19 H -0.7750 -3.9464 0.2606
20 H -1.9725 -2.8416 1.0176
21 C 1.9318 -2.6880 1.0813
22 H 2.5971 -1.8023 1.0345
23 H 1.9285 -3.1893 0.0888
24 H 2.3373 -3.3984 1.8259
25 Pd -0.2792 -0.0102 2.4192
26 C 0.4961 1.5480 -2.3659
27 C -0.8442 1.5509 -2.2135
28 C -1.8049 0.8112 -3.0488
29 C -1.4515 -0.6845 -3.3191
30 C -0.5923 -1.3831 -2.3141
31 C 0.7562 -1.4349 -2.3344
32 C 1.6192 -0.6381 -3.2565
33 C 1.2583 0.8510 -3.4582
34 C 0.2665 -2.0110 3.4693
35 H 1.1354 2.1994 -1.7596
36 H -1.3101 2.3127 -1.5985
37 H -1.9111 1.2752 -4.0376
38 H -2.8056 0.8270 -2.6094
39 H -2.4125 -1.2550 -3.3664
40 H -0.9271 -0.7896 -4.2961
41 H -1.1556 -1.9893 -1.6068
42 H 1.2770 -2.2349 -1.8156
43 H 1.6246 -1.1227 -4.2459
44 H 2.6537 -0.6917 -2.8917
45 H 2.2240 1.3925 -3.5762
46 H 0.6781 0.9614 -4.3936
47 H 1.0793 -1.5437 4.0495
48 H 0.5048 -3.1073 3.5340
49 H -0.7057 -1.9072 3.9969
50 Cl -0.3045 0.7103 5.4983
51 C -0.3931 1.4806 3.9051
52 H 0.4403 2.2091 3.9454
53 H -1.3637 1.9847 3.9006

For the HOMO-LUMO gap (alpha / beta), the calculation gives 3.503 / 6.560 eV. Its multiplicity is 3.

=====

2.
Formula: C8H12N5
Source: OMol25
Level of theory: ωB97M-V/def2-TZVPD

CARTESIAN COORDINATES (ANGSTROEM)
1 C 3.0745 0.2406 -0.1814
2 C -0.1754 -2.1053 0.4663
3 C 3.0105 1.5061 0.2005
4 C 1.0221 -2.7166 0.1506
5 C 1.9521 -0.6498 -0.2335
6 C -0.3220 -0.7567 0.2500
7 C 0.6403 1.4190 -0.1137
8 C -2.7450 0.8371 -0.9884
9 N 2.0967 -1.9779 -0.3199
10 N 1.8007 2.1245 0.3393
11 N 0.7131 -0.0868 -0.0255
12 N -2.4584 0.2813 0.2974
13 N -3.1803 -0.6867 0.7262
14 H 4.0289 -0.2450 -0.3021
15 H -0.9727 -2.7099 0.8924
16 H 3.8034 2.1640 0.3772
17 H 1.2087 -3.7810 0.0673
18 H -0.1999 1.7889 0.5589
19 H 0.3274 1.6307 -1.1701
20 H -2.8895 0.1517 -1.7953
21 H -3.6843 1.4563 -0.9343
22 H -2.0321 1.5773 -1.3369
23 H 1.8260 2.7059 1.1990
24 H -3.1066 -0.8852 1.7417
25 H -3.7382 -1.2826 0.1343

For the HOMO-LUMO gap (alpha / beta), the calculation gives 7.721 / 7.628 eV. The net charge is +1.

=====

3.
Formula: C28H41F5N4OP2SiTi
Source: OMol25
Level of theory: ωB97M-V/def2-TZVPD

CARTESIAN COORDINATES (ANGSTROEM)
1 Ti 0.0652 0.6722 0.5092
2 C 2.3666 -2.4256 0.9013
3 P 1.2304 -1.6085 -0.2717
4 C 2.2711 -1.6848 -1.7597
5 C -0.1051 -2.8133 -0.4671
6 C -0.1527 -3.7091 -1.5294
7 C -1.1943 -4.6210 -1.6270
8 C -2.1829 -4.6495 -0.6556
9 C -2.1399 -3.7595 0.4086
10 C -1.1106 -2.8280 0.5104
11 P -1.0638 -1.5880 1.8502
12 C -0.5143 -2.4855 3.3458
13 C -2.8273 -1.3467 2.2548
14 H 2.5288 -3.4531 0.5738
15 H 1.9753 -2.4406 1.9131
16 H 3.3235 -1.9029 0.9015
17 H 2.7438 -2.6658 -1.8228
18 H 3.0571 -0.9348 -1.6578
19 H 1.7137 -1.4925 -2.6696
20 H 0.6155 -3.6983 -2.2917
21 H -1.2300 -5.3108 -2.4595
22 H -2.9920 -5.3641 -0.7249
23 H -2.9258 -3.7999 1.1509
24 H -1.1555 -3.3525 3.5100
25 H -0.6019 -1.8262 4.2121
26 H 0.5134 -2.8315 3.2749
27 H -3.2680 -2.2871 2.5845
28 H -3.3729 -0.9801 1.3878
29 H -2.9419 -0.6360 3.0707
30 N -0.0120 1.5110 2.6139
31 C -1.2191 1.8637 3.4068
32 C -2.0496 2.9342 2.7292
33 C -2.4487 2.5706 1.3136
34 N -1.2561 2.5325 0.4292
35 H 0.5420 0.8492 3.1498
36 H 0.5860 2.3350 2.5440
37 H -0.9163 2.1973 4.4006
38 H -1.8029 0.9543 3.5319
39 H -1.5106 3.8883 2.7305
40 H -2.9489 3.0980 3.3237
41 H -3.1726 3.2920 0.9327
42 H -2.9210 1.5890 1.2804
43 H -0.7344 3.3996 0.5458
44 H -1.5581 2.5318 -0.5400
45 C 2.8262 -0.0839 3.4110
46 C 3.1919 0.4856 2.0728
47 C 4.5072 0.6954 1.7080
48 C 4.7840 1.2614 0.4666
49 C 3.7599 1.6144 -0.3907
50 C 2.4527 1.3975 0.0407
51 N 2.1951 0.8428 1.2425
52 N 1.2703 1.6218 -0.6484
53 Si 1.2449 2.5486 -2.1997
54 C -0.5268 2.7217 -2.7586
55 C 2.2342 1.6512 -3.4988
56 C 1.9384 4.2361 -1.8252
57 H 2.6212 0.7190 4.1245
58 H 3.6439 -0.6722 3.8219
59 H 1.9461 -0.7264 3.3438
60 H 5.3049 0.4251 2.3851
61 H 5.8117 1.4215 0.1669
62 H 3.9647 2.0319 -1.3642
63 H -1.1048 1.7952 -2.7137
64 H -0.5022 3.0174 -3.8105
65 H -1.0672 3.5175 -2.2412
66 H 2.1863 0.5690 -3.3876
67 H 3.2840 1.9484 -3.5054
68 H 1.8315 1.8910 -4.4854
69 H 1.4783 4.6823 -0.9405
70 H 1.7338 4.9028 -2.6668
71 H 3.0176 4.2349 -1.6746
72 F -4.5173 -1.5735 -4.6583
73 C -3.7493 -1.1537 -3.6708
74 C -2.3747 -1.0833 -3.8347
75 F -1.8170 -1.4280 -4.9856
76 C -1.5805 -0.6477 -2.7911
77 F -0.2573 -0.5389 -2.9793
78 C -2.1119 -0.2836 -1.5602
79 O -1.3283 0.1152 -0.5478
80 C -3.4974 -0.3350 -1.4304
81 F -4.0662 0.0441 -0.2769
82 C -4.3102 -0.7700 -2.4619
83 F -5.6209 -0.8180 -2.2907

For the HOMO-LUMO gap, the calculation gives 7.613 eV. The net charge is +2.

=====

4.
Formula: C24H40O12PbS3
Source: OMol25
Level of theory: ωB97M-V/def2-TZVPD

CARTESIAN COORDINATES (ANGSTROEM)
1 Pb 0.6920 -0.1583 -0.1244
2 C 4.9679 -2.1804 1.6273
3 C 4.1358 -1.3488 0.6579
4 C 4.8435 -0.9602 -0.6467
5 O 2.8432 -1.6566 0.3978
6 H 5.5384 -1.4469 2.1971
7 H 5.6056 -2.9395 1.1743
8 H 4.3461 -2.5649 2.4358
9 H 4.0523 -0.3745 1.1394
10 H 5.9000 -0.7509 -0.4785
11 H 4.4468 0.0222 -0.9029
12 H 4.7636 -1.6373 -1.4971
13 C -2.5408 -3.0584 -0.1836
14 C -1.2982 -3.2052 -1.1338
15 C -1.4813 -2.4031 -2.4799
16 O -0.2683 -2.6739 -0.2643
17 H -2.4547 -2.1246 0.3721
18 H -2.7179 -3.8922 0.4957
19 H -3.3418 -2.9981 -0.9203
20 H -1.1688 -4.2316 -1.4771
21 H -0.6516 -2.6942 -3.1241
22 H -1.2564 -1.3370 -2.4500
23 H -2.5003 -2.5303 -2.8454
24 C 1.2566 -2.7810 -5.5285
25 C 1.5826 -2.1892 -4.3751
26 C 1.5877 -0.6458 -4.1366
27 O 1.4739 -0.1963 -2.9104
28 C 1.1804 0.1716 -5.1403
29 C 0.9311 -0.3214 -6.5125
30 C 0.8981 -1.9539 -6.5578
31 O 0.6775 -2.3636 -7.6760
32 O 0.6877 0.2758 -7.5456
33 O 2.0364 -3.0405 -3.4666
34 H 1.3850 -3.8229 -5.7820
35 H 0.8582 1.1601 -4.8479
36 C -0.8725 5.6054 -2.6084
37 C -0.7425 5.9047 -1.0734
38 C -0.8624 4.5323 -0.3127
39 S -1.5569 3.3008 -1.4958
40 O -2.9967 3.4767 -1.5795
41 O -0.9570 1.9785 -1.2450
42 C -0.6371 4.0968 -2.8490
43 H -0.3256 6.3239 -3.2190
44 H -1.8978 5.8678 -2.8692
45 H -1.4722 6.6854 -0.8587
46 H 0.3076 6.1929 -1.0257
47 H -1.3389 4.5981 0.6655
48 H 0.1127 4.1072 -0.0749
49 H -0.8753 3.6675 -3.8222
50 H 0.4104 3.8317 -2.7056
51 C -5.4066 -0.4728 1.5735
52 C -4.5688 -0.9604 2.7409
53 C -3.2363 0.0441 2.9621
54 S -2.9013 0.9450 1.4808
55 O -1.7262 0.4558 0.8031
56 O -3.1003 2.3333 1.7754
57 C -4.4826 0.3377 0.5472
58 H -6.1786 0.2329 1.8804
59 H -5.9534 -1.3166 1.1528
60 H -4.1905 -1.9619 2.5363
61 H -4.9524 -1.1568 3.7421
62 H -2.2997 -0.4577 3.2052
63 H -3.5696 0.8629 3.5997
64 H -4.1754 -0.4818 -0.1027
65 H -5.0169 1.1828 0.1133
66 C 2.7440 -1.0305 5.5015
67 C 2.6739 0.4746 5.0269
68 C 1.2185 0.7692 4.6141
69 S 0.6755 -0.8136 3.8644
70 O 0.7241 -0.8129 2.3676
71 O -0.5000 -1.2966 4.6074
72 C 2.1655 -1.7698 4.3602
73 H 2.0774 -1.1208 6.3592
74 H 3.7962 -1.2619 5.6666
75 H 3.4919 0.7203 4.3497
76 H 3.0130 1.1865 5.7794
77 H 1.1798 1.3588 3.6981
78 H 0.5149 1.0789 5.3867
79 H 2.7457 -1.5667 3.4600
80 H 1.9321 -2.8205 4.5321

For the HOMO-LUMO gap (alpha / beta), the calculation gives 5.793 / 4.969 eV. Its multiplicity is 2. The net charge is -1.

=====

5.
Formula: C36H44N3O
Source: OMol25
Level of theory: ωB97M-V/def2-TZVPD

CARTESIAN COORDINATES (ANGSTROEM)
1 C -3.7493 3.5577 -1.8083
2 N -3.1977 2.7315 -0.7601
3 C -4.0350 1.8833 -0.0791
4 O -5.2582 1.8463 -0.1986
5 C -3.1656 0.9948 0.7861
6 C -3.2392 -0.4575 0.3249
7 C -2.9177 -0.5979 -1.1467
8 C -3.9204 -0.3813 -2.0996
9 C -3.6331 -0.4443 -3.4646
10 C -2.3319 -0.7357 -3.8865
11 C -1.3358 -1.0055 -2.9405
12 C -1.6417 -0.9807 -1.5747
13 N -1.8332 1.5718 0.6184
14 C -0.7632 0.8911 1.0895
15 C 0.5502 1.0357 0.6325
16 C 1.6744 0.7305 1.3961
17 C 2.9340 1.4167 1.2278
18 C 3.7921 1.6470 2.3439
19 C 4.9219 2.4496 2.2271
20 C 5.2512 3.0390 0.9956
21 C 4.3994 2.8546 -0.1014
22 C 3.2656 2.0514 -0.0008
23 C -1.8339 2.7872 -0.2477
24 C -1.4844 4.1845 0.4174
25 C -2.5104 4.5006 1.5062
26 C -1.5041 5.2709 -0.6578
27 C -0.0847 4.1539 1.0128
28 H -4.4747 2.9648 -2.3808
29 H -4.2847 4.4299 -1.3992
30 H -2.9496 3.8879 -2.4765
31 H -3.4860 1.1188 1.8339
32 H -2.5666 -1.0655 0.9360
33 H -4.2716 -0.7835 0.5037
34 H -4.9342 -0.1488 -1.7610
35 H -4.4259 -0.2507 -4.1918
36 H -2.0955 -0.7503 -4.9522
37 H -0.3149 -1.2287 -3.2585
38 H -0.8795 -1.2389 -0.8329
39 H -0.9906 0.2057 1.9153
40 H 0.6993 1.4892 -0.3557
41 H 1.5487 0.1625 2.3131
42 H 3.5015 1.2516 3.3218
43 H 5.5716 2.6070 3.0902
44 H 6.1642 3.6332 0.8965
45 H 4.6371 3.3310 -1.0518
46 H 2.5909 1.9625 -0.8524
47 H -1.1314 2.6410 -1.0902
48 H -2.4940 3.7453 2.3008
49 H -2.2669 5.4730 1.9564
50 H -3.5255 4.5764 1.0952
51 H -0.8931 4.9817 -1.5236
52 H -2.5169 5.5147 -0.9951
53 H -1.0789 6.2005 -0.2534
54 H 0.6668 3.8784 0.2602
55 H 0.1624 5.1599 1.3843
56 H -0.0120 3.4640 1.8594
57 C 0.3667 -5.8597 -0.1155
58 N 1.1232 -4.6192 0.0589
59 C 0.8555 -3.7894 1.0838
60 C 1.4338 -2.5872 1.4255
61 C 1.0964 -2.2224 2.8297
62 C 0.1242 -3.3280 3.3217
63 C -0.0852 -4.2951 2.1548
64 C 2.1747 -4.3726 -0.8744
65 C 1.9002 -3.6074 -2.0130
66 C 2.9259 -3.3374 -2.9226
67 C 4.2032 -3.8684 -2.7102
68 C 4.4606 -4.6861 -1.6032
69 C 3.4361 -4.9623 -0.6920
70 H 0.6441 -6.2946 -1.0874
71 H 0.5896 -6.5966 0.6812
72 H -0.7195 -5.6506 -0.1106
73 H 2.1374 -2.0302 0.8020
74 H 2.0086 -2.2243 3.4477
75 H 0.6394 -1.2307 2.9516
76 H 0.5569 -3.8379 4.1868
77 H -0.8222 -2.8906 3.6467
78 H -1.1267 -4.2679 1.8097
79 H 0.1302 -5.3267 2.4575
80 H 0.8803 -3.2440 -2.1636
81 H 2.7134 -2.7070 -3.7879
82 H 5.0063 -3.6419 -3.4134
83 H 5.4536 -5.1094 -1.4348
84 H 3.5944 -5.6195 0.1675

For the HOMO-LUMO gap, the calculation gives 4.880 eV. The net charge is +1.

=====

6.
Formula: C28H39Br2CrN2O4PS
Source: OMol25
Level of theory: ωB97M-V/def2-TZVPD

CARTESIAN COORDINATES (ANGSTROEM)
1 Cr 0.2136 -0.3104 -0.2447
2 N 0.8097 -0.5829 1.8538
3 C 2.0994 -1.2786 2.0602
4 C 3.2407 -0.4519 1.5009
5 C 3.0269 -0.0179 0.0559
6 O 3.6841 0.8854 -0.4140
7 O 2.1025 -0.6852 -0.5988
8 H 0.8447 0.3538 2.2488
9 H 0.0652 -1.0710 2.3442
10 H 2.0385 -2.2344 1.5409
11 H 2.2627 -1.4818 3.1203
12 H 4.1652 -1.0305 1.5414
13 H 3.4112 0.4494 2.0932
14 Br -4.3012 0.3218 1.8727
15 C -3.4247 -1.2676 1.3725
16 C -4.0364 -2.5120 1.6134
17 C -3.4146 -3.6814 1.2771
18 Br -4.2749 -5.3243 1.6367
19 C -2.1321 -3.6668 0.6782
20 C -1.3712 -4.7989 0.3093
21 C -0.1243 -4.6362 -0.2307
22 C 0.3815 -3.3456 -0.4361
23 N -0.3147 -2.2694 -0.1323
24 C -1.5528 -2.4084 0.4350
25 C -2.1851 -1.1793 0.7780
26 O -1.5445 -0.0609 0.5104
27 H -5.0126 -2.5381 2.0768
28 H -1.7794 -5.7872 0.4721
29 H 0.4810 -5.4880 -0.5051
30 H 1.3660 -3.1838 -0.8543
31 C -0.4758 3.6625 1.1324
32 S 0.3376 3.0379 -0.3288
33 C 1.9146 3.8962 -0.2129
34 O 0.6986 1.6056 0.0452
35 H 0.1626 3.4720 1.9945
36 H -1.4239 3.1351 1.2237
37 H -0.6460 4.7306 1.0018
38 H 2.1091 4.3815 -1.1662
39 H 2.6572 3.1165 -0.0326
40 H 1.8975 4.6245 0.5943
41 C -1.2035 -2.3828 -3.5606
42 C -0.2218 -1.2388 -3.8630
43 C 1.2241 -1.6608 -3.5546
44 C -0.2541 -0.9255 -5.3615
45 P -0.5655 0.2166 -2.7059
46 C 0.5271 1.5148 -3.3953
47 C 1.8089 1.6486 -2.8637
48 C 2.7110 2.5633 -3.3929
49 C 2.3422 3.3659 -4.4595
50 C 1.0698 3.2401 -5.0033
51 C 0.1747 2.3194 -4.4838
52 C -2.3504 0.8365 -2.9105
53 C -2.8991 0.7717 -4.3428
54 C -3.2902 -0.0306 -2.0603
55 C -2.4347 2.2736 -2.3769
56 H -0.7916 -3.3247 -3.9305
57 H -2.1586 -2.2277 -4.0622
58 H -1.4055 -2.5030 -2.4979
59 H 1.4165 -2.6293 -4.0231
60 H 1.4412 -1.7377 -2.4944
61 H 1.9317 -0.9418 -3.9694
62 H 0.1266 -1.8053 -5.8875
63 H 0.4000 -0.0907 -5.6152
64 H -1.2482 -0.7268 -5.7458
65 H 2.1380 1.0169 -2.0539
66 H 3.7046 2.6270 -2.9669
67 H 3.0409 4.0791 -4.8770
68 H 0.7727 3.8552 -5.8425
69 H -0.8035 2.2473 -4.9314
70 H -2.9849 -0.2527 -4.6945
71 H -2.3343 1.3438 -5.0731
72 H -3.9098 1.1856 -4.3195
73 H -3.2222 -1.0899 -2.3141
74 H -4.3180 0.2854 -2.2548
75 H -3.0964 0.0951 -1.0024
76 H -1.6519 2.9302 -2.7538
77 H -2.3910 2.2802 -1.2843
78 H -3.3970 2.6983 -2.6698

For the HOMO-LUMO gap (alpha / beta), the calculation gives 7.505 / 7.326 eV. Its multiplicity is 4. The net charge is +1.